168
Properties=species:S:1:pos:R:3 method="wB97M-V/def2-TZVPD" orbital_gap_ev=9.706 homo_ev=-9.65 total_energy_ha=-2906.09447 multiplicity=1
C 1.371 -1.620 5.274
O 2.644 -1.102 4.911
H 1.456 -2.703 5.189
H 1.156 -1.390 6.317
H 0.762 -1.275 4.438
H 2.545 -0.162 4.742
C 2.883 2.289 1.735
O 2.264 2.832 0.546
H 2.256 1.789 2.474
H 3.814 1.741 1.595
H 3.104 3.220 2.257
H 1.934 2.039 0.118
C 0.244 1.814 4.839
O 1.562 1.499 5.021
H -0.226 1.979 5.808
H 0.145 2.795 4.374
H -0.123 1.038 4.168
H 1.954 2.376 5.036
C -1.654 -5.648 -4.944
O -1.036 -5.284 -6.169
H -1.480 -6.716 -4.811
H -1.163 -5.133 -4.119
H -2.710 -5.475 -5.147
H -1.108 -4.334 -6.280
C 2.520 -4.494 -2.383
O 2.025 -5.658 -1.729
H 3.242 -3.946 -1.778
H 3.123 -4.884 -3.203
H 1.658 -3.916 -2.715
H 1.718 -5.411 -0.854
C -4.918 4.335 -2.497
O -5.675 5.431 -2.935
H -3.945 4.505 -2.037
H -5.527 3.914 -1.696
H -4.685 3.774 -3.401
H -5.042 6.140 -3.069
C -0.309 -3.804 -0.029
O 0.986 -3.637 0.433
H -0.910 -3.142 0.595
H -0.282 -3.680 -1.112
H -0.772 -4.771 0.165
H 1.198 -4.296 1.097
C -2.954 -3.934 4.628
O -3.380 -3.041 3.597
H -3.632 -4.756 4.858
H -2.000 -4.400 4.379
H -2.772 -3.305 5.500
H -4.334 -2.942 3.636
C -2.784 -6.464 -1.483
O -2.708 -6.592 -0.167
H -3.684 -6.022 -1.910
H -1.894 -5.925 -1.807
H -2.673 -7.469 -1.890
H -3.036 -5.746 0.146
C 3.327 -6.098 2.158
O 2.506 -5.090 2.710
H 2.717 -6.786 1.573
H 4.132 -5.755 1.508
H 3.734 -6.694 2.975
H 3.114 -4.355 2.818
C -2.913 1.339 -5.339
C -1.452 1.062 -5.706
C -0.572 0.257 -4.720
O -1.561 0.319 -6.885
H -3.540 0.484 -5.595
H -3.227 2.172 -5.968
H -2.975 1.473 -4.259
H -0.992 2.047 -5.786
H -1.084 -0.669 -4.460
H -0.247 0.844 -3.861
H 0.376 -0.049 -5.164
H -0.684 0.446 -7.256
C 0.980 6.536 -1.108
C 2.312 5.938 -1.549
C 3.476 6.076 -0.546
O 2.178 4.546 -1.788
H 0.948 7.616 -0.963
H 0.659 5.987 -0.222
H 0.167 6.405 -1.822
H 2.499 6.574 -2.414
H 3.245 5.677 0.441
H 3.700 7.143 -0.517
H 4.412 5.643 -0.899
H 2.086 4.138 -0.924
C -1.799 -1.051 9.038
C -1.774 -2.019 7.795
C -1.712 -1.046 6.562
O -0.658 -2.887 7.955
H -1.021 -0.296 9.149
H -1.743 -1.499 10.030
H -2.634 -0.358 8.936
H -2.722 -2.549 7.699
H -2.659 -0.505 6.555
H -1.526 -1.473 5.577
H -0.877 -0.350 6.643
H -0.500 -3.413 7.168
C -0.852 4.290 -4.212
C 0.366 5.032 -4.667
C 1.138 4.248 -5.718
O 0.042 6.367 -5.191
H -0.661 3.389 -3.629
H -1.573 4.054 -4.995
H -1.514 5.001 -3.717
H 0.961 5.309 -3.797
H 0.665 4.374 -6.692
H 1.255 3.205 -5.423
H 2.175 4.552 -5.861
H 0.866 6.856 -5.242
C -3.801 4.077 1.376
C -2.653 4.954 1.628
C -2.269 5.780 0.439
O -2.946 5.756 2.709
H -3.834 3.248 2.082
H -3.733 3.619 0.390
H -4.681 4.717 1.310
H -1.833 4.290 1.902
H -3.106 6.354 0.041
H -1.989 5.063 -0.333
H -1.425 6.433 0.661
H -2.149 6.208 2.998
C 5.630 -2.014 2.044
C 5.487 -3.047 3.155
C 6.489 -2.789 4.296
O 4.197 -3.122 3.701
H 4.751 -1.738 1.461
H 6.365 -2.336 1.307
H 6.022 -1.014 2.229
H 5.636 -3.973 2.600
H 6.483 -3.587 5.039
H 6.328 -1.870 4.860
H 7.491 -2.793 3.868
H 3.980 -2.297 4.141
C -4.613 -3.124 -1.915
C -3.968 -2.921 -0.517
C -4.441 -1.696 0.245
O -4.151 -4.139 0.233
H -3.733 -3.160 -2.556
H -5.109 -2.195 -2.195
H -5.187 -4.050 -1.944
H -2.923 -2.639 -0.653
H -3.782 -1.625 1.111
H -5.492 -1.691 0.534
H -4.228 -0.782 -0.309
H -4.688 -4.007 1.018
C -1.116 1.498 0.613
C -0.502 0.169 0.367
C -0.415 -0.258 -1.151
O 0.765 0.132 0.808
H -2.039 1.578 0.039
H -0.508 2.380 0.408
H -1.417 1.647 1.650
H -1.113 -0.533 0.935
H 0.485 0.043 -1.687
H -1.335 -0.050 -1.698
H -0.404 -1.347 -1.133
H 1.013 -0.757 1.070
C 3.512 0.830 -5.271
C 4.150 0.925 -3.832
C 3.164 1.353 -2.732
O 4.767 -0.259 -3.485
H 2.489 0.466 -5.175
H 4.009 0.224 -6.029
H 3.439 1.847 -5.658
H 5.044 1.541 -3.938
H 3.281 2.358 -2.326
H 3.146 0.641 -1.906
H 2.127 1.247 -3.052
H 5.618 -0.458 -3.880